The following is a quantum chemistry calculation of a molecular structure, C23H39IrN4O4S2Si at a distorted geometry, from the Open Molecules 2025 dataset.

The geometry in XYZ format:
```
74
Properties=species:S:1:pos:R:3:mulliken_spin:R:1
Ir -0.3263 -0.3923 0.2386 0.225
C 0.5747 2.1373 2.6851 -0.001
C 0.7568 1.8897 1.2098 -0.008
C 2.0387 1.5716 0.7132 0.035
C 3.1328 1.1863 1.6716 -0.002
C 2.3426 1.7245 -0.6493 -0.003
C 3.7688 1.5280 -1.0885 -0.003
C 1.3439 2.0793 -1.5660 -0.002
C 1.6738 2.2779 -3.0274 0.001
C 0.0411 2.2695 -1.1073 0.044
C -1.0419 2.7701 -2.0255 0.002
C -0.2759 2.1746 0.2873 -0.033
C -1.5799 2.7746 0.7404 0.020
H 0.4402 1.2154 3.2469 0.001
H -0.2734 2.7853 2.8827 0.000
H 1.4595 2.6381 3.0762 -0.001
H 2.7331 0.8899 2.6360 0.002
H 3.8167 2.0222 1.8444 0.000
H 3.7236 0.3571 1.2820 0.000
H 3.9778 0.4714 -1.2892 0.002
H 4.4676 1.8496 -0.3199 0.000
H 3.9984 2.0875 -1.9900 0.001
H 0.8751 1.9169 -3.6709 -0.001
H 2.5723 1.7419 -3.3174 0.000
H 1.8296 3.3340 -3.2607 0.000
H -1.9375 2.1490 -1.9733 0.001
H -0.7250 2.8198 -3.0601 0.000
H -1.3461 3.7760 -1.7260 0.000
H -2.3919 2.5268 0.0642 -0.011
H -1.4812 3.8642 0.7520 0.002
H -1.8637 2.4540 1.7375 0.004
C 0.8846 -1.1743 -3.2335 0.002
C -0.5581 -1.0066 -2.8904 -0.008
C -1.5441 -1.3532 -3.8095 0.125
C -2.8888 -1.2455 -3.4891 -0.041
C -3.2764 -0.7974 -2.2397 0.141
C -2.2597 -0.4506 -1.3617 -0.048
N -0.9432 -0.5191 -1.7052 0.040
N -2.3060 -0.0399 -0.0578 0.409
Si -3.7644 -0.0656 0.9859 -0.017
C -4.3943 -1.8320 1.0289 0.010
C -3.2824 0.5524 2.6802 -0.002
C -4.9959 1.0914 0.1861 0.016
H 1.0582 -0.8219 -4.2500 -0.003
H 1.1426 -2.2339 -3.1864 0.000
H 1.5297 -0.6441 -2.5436 0.001
H -1.2372 -1.7321 -4.7740 0.001
H -3.6369 -1.5342 -4.2154 0.001
H -4.3131 -0.7406 -1.9420 0.008
H -3.6706 -2.5282 0.5977 0.001
H -5.3267 -1.9441 0.4725 0.001
H -4.5969 -2.1504 2.0536 0.000
H -2.2037 0.5715 2.8391 0.000
H -3.7110 -0.0871 3.4529 -0.001
H -3.6647 1.5620 2.8403 0.000
H -4.9148 1.0942 -0.9031 -0.001
H -4.8577 2.1168 0.5318 0.000
H -6.0161 0.7932 0.4367 0.002
C 2.1433 -1.7697 3.8579 0.000
N 0.7345 -2.1253 3.9251 0.000
C -0.1730 -1.7190 3.0350 0.003
N -1.3779 -2.3357 3.0469 -0.002
O 0.0750 -0.7218 2.2932 0.004
H 2.5212 -1.5732 4.8589 0.000
H 2.2476 -0.8806 3.2488 0.001
H 2.7148 -2.5747 3.3959 0.000
H 0.5060 -2.9550 4.4478 0.000
H -1.4110 -3.2649 3.4368 0.000
H -1.8924 -2.2543 2.1848 0.002
O -0.9924 -2.2750 0.2756 0.022
S 0.2299 -3.2505 0.0731 0.006
O 0.0922 -3.9527 -1.1623 0.000
O 0.4176 -4.0114 1.2740 0.001
S 1.6089 -1.7125 -0.0596 0.052
```

Summary:
highest occupied orbital energy (spin up / spin down)	-0.4084 / -0.4020	hartree
gap between HOMO and LUMO (spin up / spin down)	0.29369 / 0.18935	hartree
F_max	1.18	eV/A
⟨S²⟩	0.770
spin multiplicity	2
energy	-71018.8234	eV
total charge	+1